Entry 1:
DFT (ωB97M-V with the def2-TZVPD basis set) results for a molecular structure, C17H22N6STl in a non-equilibrium geometry.

HOMO-LUMO gap: 7.70 eV
lowest unoccupied orbital energy: -0.11089 hartree
charge: +1
ΔE to the lowest compared entry with this formula, charge and spin: 2.02 kcal per mole

XYZ file:
```
47
Properties=species:S:1:pos:R:3:forces:R:3:mulliken_charge:R:1
Tl 9.20991 10.36880 4.00165 0.13 0.00 0.42 0.833
N 11.69313 7.69514 7.31459 -1.03 0.71 1.97 -0.287
C 12.99068 8.27233 7.36708 0.57 -0.86 0.46 0.591
C 13.74521 8.24040 8.55596 -0.38 -0.10 -0.11 -0.929
C 15.04450 8.67393 8.54709 0.90 0.86 -0.39 -0.472
C 15.64876 9.09614 7.33492 0.07 0.36 2.52 -0.747
C 14.87840 9.19509 6.24022 -0.01 -0.82 -1.44 -0.633
C 13.56763 8.73657 6.21913 0.16 0.71 -0.18 0.536
S 12.64144 8.90995 4.73876 -0.51 -0.27 0.11 -0.128
N 11.05224 8.94736 5.37782 -0.22 -0.90 0.99 -0.369
C 10.77657 8.35504 6.49496 -1.42 0.55 -0.89 0.684
C 9.27398 8.27190 6.91042 0.73 0.07 -0.43 0.368
C 8.86650 7.21493 7.69997 0.44 -0.77 -0.22 -0.847
C 7.51635 7.09661 8.04453 0.10 -0.10 -0.10 -0.442
C 6.62496 8.07251 7.62314 0.92 0.51 0.64 -0.828
C 7.12856 9.07673 6.79313 0.30 -1.25 0.85 -0.144
N 8.38601 9.16036 6.42422 1.64 -0.02 -0.38 -0.045
H 11.34700 7.61105 8.31582 0.31 -0.08 -1.85 0.320
H 13.35351 7.85715 9.49852 -0.29 0.13 -0.31 0.370
H 15.57816 8.81649 9.48573 -0.01 -0.48 -0.22 0.367
H 16.65445 9.49674 7.32436 0.06 -0.30 0.04 0.397
H 15.38728 9.41450 5.32446 -0.14 0.60 -0.60 0.448
H 9.63074 6.44521 7.91548 -0.84 0.37 0.22 0.542
H 7.16482 6.24106 8.61218 0.12 0.18 0.11 0.430
H 5.66595 8.20051 8.10060 -0.38 -0.40 -0.49 0.394
H 6.50933 9.83052 6.42928 -1.13 1.18 -0.56 0.477
C 8.38296 12.82125 6.46227 0.42 0.69 0.17 -0.641
N 9.63583 12.82901 7.27389 -0.38 -0.07 -2.70 0.197
C 9.45446 12.36639 8.60632 -1.19 -0.65 0.27 -1.197
C 10.83840 12.51140 6.59968 -2.65 0.21 0.19 0.285
N 10.72623 11.85318 5.48230 -0.05 0.59 0.26 -0.499
N 11.93701 12.94175 7.25324 0.27 -0.14 0.06 0.197
C 12.06145 14.20775 7.94203 -0.48 1.26 1.49 -0.997
C 13.19013 12.56010 6.70398 1.44 -0.41 -0.32 -0.799
H 7.57015 13.06262 7.16823 0.27 0.14 -0.54 0.388
H 8.11804 11.89288 5.96293 0.18 -0.73 0.49 -0.140
H 8.40665 13.51319 5.59303 0.21 0.11 0.95 0.268
H 8.73677 11.50048 8.64200 0.81 0.39 0.00 0.289
H 8.99535 13.14487 9.19197 -0.05 0.34 0.55 0.356
H 10.41501 12.10841 8.99081 0.48 -0.32 0.64 0.441
H 11.54883 11.85076 4.90950 0.70 0.05 -0.03 0.307
H 11.22139 14.52762 8.61254 0.44 -0.85 -0.73 0.281
H 12.15932 15.04113 7.22476 0.31 -0.30 0.15 0.344
H 12.95660 14.15535 8.61881 -0.72 0.10 -0.84 0.346
H 13.55815 13.30825 5.97977 0.01 -0.12 0.19 0.349
H 13.05984 11.62312 6.15743 0.40 -0.05 0.33 0.032
H 13.94419 12.46675 7.52315 -0.51 -0.12 -0.75 0.309
```
Forces are in eV/Å.

***

Entry 2:
DFT (ωB97M-V with the def2-TZVPD basis set) results for 2 unconnected molecules or ions with the total composition C4H13NO2 in a non-equilibrium geometry.

2S+1: 2
HOMO-LUMO gap (spin up / spin down): 11.65 / 6.43 eV
lowest unoccupied orbital energy (spin up / spin down): -0.11861 / -0.30863 hartree
charge: +1
ΔE to the lowest compared entry with this formula, charge and spin: 34.52 kcal per mole

XYZ file:
```
20
Properties=species:S:1:pos:R:3:forces:R:3:mulliken_charge:R:1
C -0.59144 2.34477 -0.08150 0.25 -0.79 -1.02 -1.399
C -0.11816 0.85120 0.03989 -0.77 2.03 0.89 0.481
C -1.37989 -0.04858 0.00558 -0.77 -1.37 -0.31 -0.585
C -1.09737 -1.45819 -0.51157 0.39 -0.20 0.85 -0.715
O -0.13393 -2.13173 0.29064 0.10 0.21 -0.17 -0.465
N 0.89691 0.51908 -0.85290 1.69 0.74 -0.48 -0.061
H -1.05199 2.60470 0.86606 -0.06 0.12 -0.01 0.380
H -1.31482 2.41436 -0.89182 -0.14 0.20 0.10 0.396
H 0.23281 3.01575 -0.31724 0.07 0.02 0.29 0.428
H 0.22076 0.79350 1.08192 0.63 -0.84 -0.31 0.129
H -1.72626 -0.04526 1.03819 -0.14 -0.24 -0.03 0.331
H -2.23116 0.26200 -0.60985 0.48 0.89 -0.08 0.404
H -2.04050 -2.00455 -0.52686 -0.01 -0.03 -0.13 0.417
H -0.67481 -1.42453 -1.51602 -0.18 0.07 -0.13 0.341
H -0.58704 -2.68821 0.92686 -0.02 -0.12 0.15 0.323
H 1.76175 0.02485 -0.61775 -0.39 -0.88 0.66 0.249
H 1.16277 1.12029 -1.63614 -0.94 0.08 -0.26 0.356
H 2.66815 -0.68876 1.33737 0.83 -0.10 0.08 0.301
H 2.71954 -2.13089 1.04483 0.91 0.36 -0.34 0.340
O 3.28469 -1.32982 0.93032 -1.93 -0.14 0.26 -0.651
```
Forces are in eV/Å.

***

Entry 3:
DFT (ωB97M-V with the def2-TZVPD basis set) results for a molecular structure, C8H5Cl3MoN3S in a non-equilibrium geometry.

2S+1: 3
HOMO-LUMO gap (spin up / spin down): 6.23 / 6.22 eV
lowest unoccupied orbital energy (spin up / spin down): -0.51919 / -0.51951 hartree
charge: +3

XYZ file:
```
21
Properties=species:S:1:pos:R:3:forces:R:3:mulliken_charge:R:1
Mo -0.01070 -0.08280 0.39570 1.06 -2.24 -1.11 1.025
S 1.47540 -1.61430 -0.46050 -0.85 0.77 0.68 -0.071
C -0.11340 -2.42840 -0.12340 0.21 -0.42 -0.24 0.862
C -0.28500 -3.80010 -0.05250 0.19 0.05 0.14 -0.490
C -1.58840 -4.30470 -0.00050 0.01 0.10 -0.05 -0.057
C -2.68060 -3.44100 -0.04670 0.36 0.29 -0.01 -0.618
C -2.44210 -2.07110 -0.05520 -1.08 0.00 0.10 -0.073
N -1.19420 -1.59300 -0.07220 -0.21 -0.14 -0.27 -0.288
H 0.57040 -4.46320 -0.09730 0.01 0.03 -0.01 0.432
H -1.74210 -5.37620 0.05560 0.02 -0.02 -0.05 0.481
H -3.69520 -3.81730 -0.05350 -0.03 0.07 0.03 0.432
H -3.25560 -1.34100 -0.03440 0.26 -0.23 0.04 0.466
N -0.02490 0.05460 3.59380 -0.15 0.08 -1.88 0.109
C -0.07270 0.03770 2.44000 0.21 -0.25 2.89 0.172
H 0.00460 0.10440 4.60590 0.01 -0.01 0.26 0.382
Cl -0.03310 5.03980 -1.80530 0.07 -0.79 1.17 0.040
C 0.02780 4.40170 -0.13260 0.02 2.72 -0.03 0.790
Cl -1.45790 4.85400 0.81190 0.92 -0.34 -0.53 0.009
Cl 1.55840 4.88040 0.72750 -0.97 -0.36 -0.52 0.017
C 0.05180 2.98890 -0.03250 0.03 -2.75 0.23 -0.191
N 0.06570 1.82400 0.13630 -0.07 3.42 -0.83 -0.429
```
Forces are in eV/Å.

***

Entry 4:
DFT (ωB97M-V with the def2-TZVPD basis set) results for a gas-phase ion, C7H15N2 (charge +1) in a non-equilibrium geometry.

HOMO-LUMO gap (spin up / spin down): 8.86 / 8.86 eV
lowest unoccupied orbital energy (spin up / spin down): -0.13729 / -0.13731 hartree
charge: +1
ΔE to the lowest compared entry with this formula, charge and spin: 105.79 kcal per mole

XYZ file:
```
24
Properties=species:S:1:pos:R:3:forces:R:3:mulliken_charge:R:1
C 1.85131 0.16415 0.09393 0.05 -1.10 -1.47 0.792
C 1.01005 -1.14610 -0.09413 0.16 2.09 0.13 -0.478
C -0.85689 0.66425 0.01569 5.79 1.01 0.39 0.389
C 3.36982 0.15623 0.06087 -0.77 -3.50 -2.50 -1.316
C -1.24184 0.92275 -1.38202 -0.71 -3.42 -0.78 -1.439
C -1.65707 1.47616 0.95583 1.62 1.38 -0.22 -1.078
C -1.53516 -1.54459 0.22201 2.89 -4.87 -0.37 -0.903
N 1.26062 1.24704 0.14120 -3.54 0.92 0.11 -0.670
N -0.33251 -0.68933 0.41623 -2.02 0.02 1.59 -0.037
H 0.92214 -1.32878 -1.19583 0.28 -0.58 1.19 0.374
H 1.45572 -1.85088 0.62539 -0.63 -0.58 -0.94 0.382
H 3.68533 -0.32183 0.93603 0.92 -0.10 1.64 0.332
H 3.64148 1.12668 -0.12303 1.12 2.28 0.17 0.392
H 3.87703 -0.50582 -0.77422 -1.49 1.18 1.26 0.313
H -0.94856 0.22658 -2.16520 1.28 -0.08 0.18 0.348
H -1.09645 1.88219 -1.71195 0.78 2.39 -0.44 0.474
H -2.28313 0.72984 -1.54603 -1.31 0.27 0.62 0.440
H -2.63645 1.10665 0.95014 -2.07 0.04 -0.80 0.412
H -1.49875 2.51123 0.42536 -0.90 -1.59 1.81 0.327
H -1.49151 1.42251 2.04008 1.08 0.43 -0.37 0.368
H -1.41650 -2.06019 -0.75631 -1.00 1.09 0.19 0.369
H -1.41927 -2.46154 0.88329 -0.24 1.17 -0.35 0.387
H -2.37959 -1.02747 0.52383 -1.79 0.82 -0.12 0.366
H -0.27983 -0.69974 1.45883 0.49 0.71 -0.91 0.457
```
Forces are in eV/Å.

***

Entry 5:
DFT (ωB97M-V with the def2-TZVPD basis set) results for a molecular structure, C23H30ClINNiO2Si2.

HOMO-LUMO gap: 6.94 eV
lowest unoccupied orbital energy: 0.08858 hartree
charge: -1
ΔE to the lowest compared entry with this formula, charge and spin: 0.51 kcal per mole

XYZ file:
```
61
Properties=species:S:1:pos:R:3:forces:R:3:mulliken_charge:R:1
Ni 0.00930 -0.13462 -0.92957 0.04 0.04 0.03 -0.145
Cl 4.10066 5.31938 -0.48865 -0.01 -0.01 0.00 -0.316
C 3.46114 3.70525 -0.71092 0.03 0.04 0.01 0.603
C 4.32291 2.65589 -0.87268 -0.02 -0.01 0.00 -0.571
C 3.84809 1.35142 -1.05071 0.05 -0.02 0.00 -0.064
I 5.19901 -0.20398 -1.36507 -0.01 0.03 0.00 0.002
C 2.48330 1.03836 -1.04542 0.01 0.04 0.00 -0.172
O 1.99842 -0.12957 -1.16538 -0.11 0.00 0.02 -0.408
C 1.59405 2.17907 -0.89992 0.06 0.02 0.01 0.509
N 0.27061 1.87855 -0.94403 -0.04 -0.23 0.02 -0.067
C -0.60826 2.84938 -0.86212 -0.08 0.02 -0.01 -0.380
C -0.23482 4.19545 -0.70769 0.01 0.00 0.00 -0.998
C 1.09035 4.52014 -0.63613 0.00 -0.03 -0.01 -1.001
C 2.06222 3.49998 -0.74068 -0.02 0.03 0.01 0.532
H 5.38885 2.84013 -0.86608 0.00 0.00 0.00 0.403
H -1.65258 2.56458 -0.90541 0.04 0.01 -0.01 0.430
H -1.00325 4.95369 -0.63959 0.01 0.01 0.00 0.423
H 1.40907 5.54587 -0.50968 0.00 0.00 0.00 0.410
C -3.01334 0.37850 -2.40314 0.00 -0.02 0.00 -1.270
Si -2.18165 -0.34844 -0.83936 0.02 0.06 -0.11 0.625
C -3.11495 0.49718 0.60604 0.02 -0.03 0.03 -1.364
C -2.81389 -2.14298 -0.78540 0.01 0.01 0.01 0.319
C -4.14509 -2.56776 -0.74325 0.00 -0.01 -0.01 -0.460
C -4.45898 -3.91847 -0.71900 0.00 0.01 0.00 -0.625
C -3.43937 -4.86688 -0.73647 0.00 -0.01 0.00 -0.606
C -2.11518 -4.45658 -0.77608 -0.01 0.01 0.00 -0.539
C -1.78649 -3.09787 -0.79937 0.01 0.00 0.01 0.240
Si -0.04078 -2.33779 -0.83302 -0.01 -0.05 -0.04 0.684
C 0.86572 -3.11849 -2.30838 -0.03 0.02 -0.01 -1.237
C 0.85133 -3.03171 0.69427 0.00 0.06 0.00 -1.195
H -4.10270 0.27536 -2.35257 0.00 0.01 0.00 0.376
H -2.66497 -0.17340 -3.27991 -0.01 0.02 -0.01 0.288
H -2.78051 1.43454 -2.57095 0.00 -0.02 0.03 0.276
H -4.18587 0.56140 0.38626 0.00 0.00 0.00 0.467
H -2.75818 1.50554 0.83645 0.00 -0.01 -0.02 0.233
H -3.00324 -0.10682 1.51072 0.00 0.02 0.02 0.360
H -4.94995 -1.83720 -0.73124 0.00 0.00 0.00 0.282
H -5.49487 -4.23874 -0.68768 0.00 0.00 0.00 0.373
H -3.68413 -5.92348 -0.71866 0.00 0.00 0.00 0.366
H -1.32825 -5.20609 -0.78783 0.00 0.00 0.00 0.322
H 0.93393 -4.20706 -2.21071 0.00 0.00 0.00 0.329
H 1.87653 -2.70834 -2.37110 0.00 -0.01 0.01 0.269
H 0.35168 -2.89255 -3.24574 0.00 -0.01 0.00 0.296
H 0.70939 -4.11503 0.76583 0.01 -0.01 0.00 0.511
H 0.48101 -2.56967 1.61190 0.00 -0.01 0.00 0.187
H 1.92267 -2.82647 0.62848 -0.01 0.00 0.00 0.220
C -0.14585 2.37087 2.77498 0.02 -0.01 0.02 -0.836
C -0.03696 0.85657 2.84764 0.00 0.03 -0.03 -0.116
O 0.99265 0.32245 2.04636 0.03 -0.02 0.05 -0.080
C 2.30067 0.69560 2.43915 0.00 -0.01 -0.01 -0.242
C 3.24654 -0.42461 2.06817 0.01 0.02 0.00 -1.099
H -0.97955 2.71500 3.39129 0.00 0.00 -0.01 0.439
H -0.31996 2.68895 1.74811 0.00 0.01 -0.02 -0.040
H 0.76335 2.85683 3.13451 -0.01 0.00 0.01 0.402
H -0.95445 0.39857 2.47911 -0.01 -0.01 0.01 -0.081
H 0.10778 0.54083 3.89221 0.01 0.00 0.00 0.374
H 2.32611 0.87988 3.52347 0.00 0.00 0.00 0.533
H 2.59391 1.62886 1.93927 0.00 0.00 0.01 0.137
H 3.02358 -1.31861 2.65203 0.00 -0.01 0.00 0.369
H 4.28193 -0.12800 2.24984 0.00 -0.01 -0.01 0.374
H 3.13126 -0.67285 1.01353 0.00 0.01 0.00 -0.051
```
Forces are in eV/Å.

***

Entry 6:
DFT (ωB97M-V with the def2-TZVPD basis set) results for 2 unconnected molecules or ions with the total composition C9H14 in a non-equilibrium geometry.

SMILES: Cc1ccccc1.CC
HOMO-LUMO gap: 10.13 eV
lowest unoccupied orbital energy: 0.03698 hartree
ΔE to the lowest compared entry with this formula, charge and spin: 33.09 kcal per mole

XYZ file:
```
23
Properties=species:S:1:pos:R:3:forces:R:3:mulliken_charge:R:1
C 2.10411 0.35885 -1.52063 2.10 -0.74 -0.97 -1.427
C 1.23213 0.89892 -0.48665 -2.07 -0.39 -1.81 0.821
C -0.04434 1.23161 -0.83009 -0.65 2.27 1.16 -0.479
C -0.87001 1.94910 0.06873 -1.91 -1.47 -3.84 -0.620
C -0.57309 1.98901 1.35041 -0.09 1.51 4.27 -0.206
C 0.70996 1.61987 1.73437 -0.23 0.68 -0.26 -0.597
C 1.56990 1.12857 0.78953 3.59 -0.94 3.04 -0.116
H 2.00843 0.59856 -2.59323 -0.78 0.67 0.61 0.364
H 2.09799 -0.73064 -1.57294 0.21 -0.16 0.52 0.257
H 3.09559 0.72479 -1.25810 0.46 -0.52 -0.17 0.368
H -0.23900 1.24665 -1.84998 -0.90 -0.24 -1.70 0.448
H -1.82580 2.35035 -0.29617 0.41 -0.24 0.11 0.309
H -1.26609 2.45692 2.12925 1.02 -0.61 -1.28 0.276
H 1.08407 1.99620 2.65852 0.19 -0.51 0.85 0.375
H 2.62083 0.83794 1.13566 -1.37 0.65 -0.53 0.212
C -1.89549 -1.97333 0.63984 1.36 1.31 0.43 -0.440
C -1.07152 -2.69399 -0.47622 -0.42 -1.22 -0.47 -0.892
H -2.88453 -1.67257 0.26397 0.08 -0.64 0.47 0.249
H -1.86270 -2.43408 1.68166 -0.55 -0.26 -1.73 0.285
H -1.44529 -0.99136 0.92969 0.02 -0.46 -0.69 -0.036
H -0.85227 -2.24251 -1.46277 -0.52 0.97 0.77 0.258
H -1.61176 -3.59623 -0.84381 0.18 0.28 0.65 0.304
H -0.08111 -3.05262 -0.19106 -0.12 0.06 0.57 0.287
```
Forces are in eV/Å.

***

Entry 7:
DFT (ωB97M-V with the def2-TZVPD basis set) results for 2 unconnected molecules or ions with the total composition CH2Cl3N3 in a non-equilibrium geometry.

HOMO-LUMO gap (spin up / spin down): 8.12 / 6.98 eV
lowest unoccupied orbital energy (spin up / spin down): -0.03285 / -0.04215 hartree
ΔE to the lowest compared entry with this formula, charge and spin: 55.74 kcal per mole

XYZ file:
```
9
Properties=species:S:1:pos:R:3:forces:R:3:mulliken_charge:R:1
C -0.71553 0.10106 -0.08401 3.15 -0.18 -0.15 0.501
N -1.49270 0.93937 0.23504 -2.22 2.07 0.72 -0.255
N -0.73097 -1.11890 -0.52921 2.33 -1.16 -1.57 -0.349
N 1.55765 0.76493 0.29775 -1.43 -0.94 0.35 -0.213
Cl -1.21961 2.43761 0.92931 0.20 -0.02 0.16 0.004
Cl 2.45525 -0.17185 -0.86483 -0.24 0.02 0.29 -0.094
Cl 1.76632 0.02641 1.92554 -0.06 0.33 -1.00 -0.068
H -1.56849 -1.61951 -0.63467 -1.45 -0.47 0.19 0.248
H -0.05192 -1.35911 -1.27492 -0.28 0.35 1.02 0.226
```
Forces are in eV/Å.